1.
Here is a 2-piece molecular cluster, C4H12 overall in a non-equilibrium geometry from OMol25. Energies are from ωB97M-V/def2-TZVPD.

## Properties
- LUMO energy (eV) = 1.121
- frontier orbital gap (eV) = 12.05
- SMILES string = CC.CC
- relative energy (zero: lowest compared OMol25 entry of this formula, charge and spin) (kJ/mol) = 103.4

Last column: Mulliken charge in e.
Geometry (Å):
C (-2.66, 1.19, -0.90)  -0.94
C (-1.79, 1.29, 0.32)  -0.69
H (-2.10, 0.88, -1.81)  0.25
H (-3.47, 0.51, -0.87)  0.32
H (-3.18, 2.07, -1.11)  0.32
H (-0.97, 1.97, 0.24)  0.30
H (-1.35, 0.32, 0.49)  0.13
H (-2.25, 1.65, 1.27)  0.30
C (1.51, -1.24, -0.10)  -0.49
C (2.80, -1.11, 0.67)  -1.01
H (0.92, -0.29, 0.01)  0.00
H (1.75, -1.40, -1.14)  0.26
H (0.78, -2.01, 0.20)  0.30
H (3.30, -2.15, 0.75)  0.26
H (2.95, -0.97, 1.71)  0.37
H (3.76, -0.70, 0.27)  0.31

2.
Here is C12H41ClF2N8O7P2S2Ti as an isolated structure in a non-equilibrium geometry from OMol25. Energies are from ωB97M-V/def2-TZVPD.

## Properties
- LUMO energy (alpha / beta) (eV) = 0.245 / -4.481
- frontier orbital gap (alpha / beta) (eV) = 6.91 / 3.85
- ⟨S²⟩ = 6.0037
- 2S+1 = 5

Last column: Mulliken charge in e.
Geometry (Å):
Ti (-4.53, 2.39, 1.28)  0.53
N (-1.86, 1.39, 1.14)  0.51
H (-0.97, 1.19, 0.71)  -0.30
H (-2.60, 0.73, 0.92)  0.71
H (-2.11, 2.37, 1.08)  0.63
H (-1.74, 1.27, 2.13)  0.04
Cl (-0.71, 1.27, 4.27)  -0.02
N (-2.65, 3.90, 0.73)  -0.14
S (-2.16, 4.85, -0.42)  0.92
O (-1.14, 5.79, -0.20)  -0.53
O (-3.12, 5.08, -1.45)  -0.66
F (-1.38, 3.71, -1.24)  -0.18
S (-3.04, 5.25, 1.69)  1.07
O (-3.61, 6.49, 1.19)  -0.53
O (-2.31, 5.44, 2.91)  -0.63
F (-4.38, 4.67, 2.30)  -0.34
O (-3.98, 0.03, 1.06)  -0.95
H (-4.09, -0.80, 0.55)  0.09
O (0.08, 1.18, -0.88)  -0.69
P (1.44, 1.73, -1.16)  -0.39
N (1.65, 3.23, -0.44)  0.77
C (2.62, 4.16, -0.93)  -1.12
C (1.02, 3.53, 0.87)  -0.43
N (1.92, 1.81, -2.81)  0.22
C (1.20, 2.77, -3.73)  -0.92
C (2.12, 0.59, -3.59)  -1.05
N (2.70, 0.86, -0.38)  0.29
C (4.14, 1.19, -0.62)  -1.19
C (2.37, -0.11, 0.58)  -1.25
H (2.10, 4.65, -1.75)  0.32
H (3.56, 3.69, -1.22)  0.27
H (2.80, 4.99, -0.25)  0.39
H (1.14, 4.57, 1.17)  0.40
H (1.43, 2.85, 1.63)  0.24
H (-0.02, 3.31, 0.62)  -0.32
H (0.73, 3.57, -3.14)  0.25
H (1.85, 3.16, -4.51)  0.30
H (0.41, 2.32, -4.32)  0.35
H (2.68, -0.12, -2.98)  0.34
H (1.21, 0.03, -3.79)  0.35
H (2.61, 0.63, -4.56)  0.35
H (4.34, 1.27, -1.69)  0.34
H (4.38, 2.12, -0.11)  0.30
H (4.75, 0.43, -0.13)  0.45
H (2.56, -1.10, 0.17)  0.58
H (1.33, -0.16, 0.90)  0.21
H (3.06, -0.14, 1.42)  0.48
O (-1.16, -2.45, 2.27)  -0.89
P (-0.85, -3.38, 1.15)  0.42
N (-1.15, -5.11, 1.36)  0.24
C (-0.93, -5.47, 2.73)  -0.83
C (-1.05, -6.10, 0.31)  -1.20
N (0.78, -3.31, 0.76)  0.68
C (1.75, -3.32, 1.88)  -1.43
C (1.40, -3.88, -0.44)  -1.06
N (-1.59, -2.85, -0.35)  0.35
C (-1.30, -1.58, -1.08)  -0.20
C (-3.00, -3.13, -0.34)  -1.42
H (-1.26, -6.51, 2.67)  0.35
H (-1.43, -4.92, 3.53)  0.21
H (0.14, -5.35, 2.91)  0.23
H (-1.78, -6.90, 0.46)  0.33
H (-0.03, -6.48, 0.27)  0.38
H (-1.21, -5.57, -0.63)  0.40
H (2.80, -3.14, 1.62)  0.44
H (1.48, -2.53, 2.57)  0.36
H (1.91, -4.29, 2.35)  0.37
H (1.18, -3.22, -1.28)  0.16
H (2.47, -4.09, -0.35)  0.46
H (0.94, -4.84, -0.70)  0.27
H (-1.79, -1.62, -2.06)  0.44
H (-1.64, -0.78, -0.42)  -0.19
H (-0.25, -1.47, -1.34)  -0.16
H (-3.18, -4.20, -0.41)  0.32
H (-3.54, -2.52, -1.07)  0.52
H (-3.50, -3.02, 0.63)  0.40

3.
Here is the molecule C5H6N2 in a non-equilibrium geometry from OMol25. Energies are from ωB97M-V/def2-TZVPD.

## Properties
- LUMO energy (eV) = 0.736
- frontier orbital gap (eV) = 8.43
- relative energy (zero: lowest compared OMol25 entry of this formula, charge and spin) (kJ/mol) = 385.3

Last column: Mulliken charge in e.
Geometry (Å):
C (1.03, -0.84, -0.65)  -0.47
C (-0.13, -1.57, 0.09)  -0.41
C (-0.64, -0.15, 0.36)  -0.03
N (-1.31, 0.82, 1.01)  -0.13
C (-0.79, 2.11, 0.66)  -0.67
C (0.28, 1.82, -0.16)  -0.34
N (0.35, 0.43, -0.29)  0.20
H (1.10, -1.00, -1.73)  0.28
H (2.01, -0.93, -0.18)  0.28
H (-0.77, -2.19, -0.54)  0.24
H (0.18, -2.14, 0.98)  0.24
H (-2.26, 1.16, 1.11)  0.42
H (0.95, 2.49, -0.65)  0.40

4.
Here is C48H64BrCrN2P2Si as an isolated structure in a non-equilibrium geometry from OMol25. Energies are from ωB97M-V/def2-TZVPD.

## Properties
- LUMO energy (alpha / beta) (eV) = 0.211 / 0.092
- frontier orbital gap (alpha / beta) (eV) = 5.70 / 6.21
- ⟨S²⟩ = 3.9065
- 2S+1 = 4

Last column: Mulliken charge in e.
Geometry (Å):
Cr (-0.16, -0.51, 1.07)  -1.05
C (-2.38, 2.39, 2.76)  -1.31
Si (-1.60, 1.65, 1.12)  1.13
C (-3.11, 1.01, 0.19)  0.49
C (-4.40, 1.49, 0.43)  -0.59
C (-5.52, 0.78, -0.04)  -1.01
C (-5.37, -0.41, -0.74)  -1.07
C (-4.08, -0.94, -0.95)  -0.40
C (-2.95, -0.20, -0.60)  0.59
P (-1.28, -0.42, -1.32)  -0.65
C (-1.30, 0.90, -2.72)  1.68
C (-2.69, 0.98, -3.44)  -0.72
C (-2.56, 1.35, -4.93)  -1.00
C (-1.48, 2.43, -5.16)  -0.68
C (-0.06, 1.99, -4.68)  -1.10
C (-0.13, 0.77, -3.74)  -0.04
C (-1.08, -2.13, -2.08)  1.38
C (-1.93, -2.44, -3.33)  -0.56
C (-1.83, -3.94, -3.70)  -1.05
C (-0.39, -4.50, -3.76)  -0.92
C (0.47, -4.07, -2.57)  -0.71
C (0.39, -2.56, -2.37)  -0.20
C (-0.54, 2.94, 0.32)  0.69
C (-1.09, 4.09, -0.25)  -0.39
C (-0.28, 5.15, -0.64)  -0.94
C (1.10, 5.04, -0.52)  -0.95
C (1.68, 3.86, -0.02)  -0.47
C (0.87, 2.80, 0.44)  -0.50
P (1.53, 1.25, 1.19)  1.50
C (3.03, 0.90, 0.12)  0.17
C (3.76, -0.41, 0.47)  -0.56
C (5.14, -0.51, -0.28)  -0.98
C (5.12, 0.23, -1.65)  -1.01
C (3.72, 0.29, -2.31)  -0.77
C (2.66, 0.97, -1.40)  0.44
C (2.33, 1.72, 2.84)  -0.09
C (3.27, 2.95, 2.84)  -0.28
C (3.60, 3.43, 4.27)  -1.09
C (2.34, 3.83, 5.09)  -0.85
C (1.05, 3.19, 4.53)  -1.08
C (1.27, 1.79, 3.98)  0.82
H (-2.86, 3.34, 2.53)  0.54
H (-1.62, 2.57, 3.52)  0.20
H (-3.15, 1.72, 3.15)  0.38
H (-4.51, 2.44, 0.94)  0.42
H (-6.50, 1.19, 0.14)  0.37
H (-6.21, -0.97, -1.12)  0.44
H (-3.96, -1.89, -1.46)  0.49
H (-1.10, 1.85, -2.18)  -0.14
H (-3.30, 1.71, -2.93)  0.46
H (-3.23, 0.02, -3.35)  -0.02
H (-3.53, 1.76, -5.25)  0.51
H (-2.40, 0.44, -5.52)  0.29
H (-1.78, 3.35, -4.62)  0.32
H (-1.44, 2.68, -6.23)  0.41
H (0.44, 2.82, -4.18)  0.30
H (0.58, 1.76, -5.54)  0.55
H (0.86, 0.70, -3.25)  -0.65
H (-0.21, -0.14, -4.30)  0.45
H (-1.45, -2.80, -1.27)  0.17
H (-1.60, -1.86, -4.21)  0.15
H (-2.99, -2.19, -3.19)  0.25
H (-2.33, -4.10, -4.67)  0.44
H (-2.44, -4.49, -2.99)  0.42
H (0.07, -4.09, -4.66)  0.35
H (-0.40, -5.58, -3.88)  0.46
H (1.51, -4.38, -2.77)  0.36
H (0.15, -4.59, -1.66)  0.17
H (0.67, -2.07, -3.30)  0.59
H (1.09, -2.22, -1.60)  -0.57
H (-2.17, 4.15, -0.38)  0.46
H (-0.76, 6.06, -0.99)  0.44
H (1.78, 5.85, -0.80)  0.41
H (2.75, 3.75, 0.09)  0.46
H (3.74, 1.70, 0.36)  0.62
H (3.13, -1.27, 0.22)  -0.13
H (3.93, -0.43, 1.55)  0.42
H (5.40, -1.55, -0.46)  0.45
H (5.94, -0.13, 0.35)  0.29
H (5.83, -0.28, -2.32)  0.50
H (5.47, 1.26, -1.52)  0.32
H (3.42, -0.71, -2.59)  0.27
H (3.77, 0.85, -3.25)  0.54
H (1.69, 0.46, -1.56)  -1.92
H (2.50, 2.00, -1.72)  0.58
H (2.95, 0.83, 3.04)  0.55
H (2.82, 3.80, 2.29)  0.14
H (4.21, 2.68, 2.32)  0.33
H (4.25, 4.31, 4.17)  0.47
H (4.17, 2.66, 4.79)  0.39
H (2.26, 4.92, 5.06)  0.37
H (2.47, 3.55, 6.14)  0.33
H (0.64, 3.83, 3.76)  0.18
H (0.28, 3.14, 5.31)  0.60
H (0.31, 1.37, 3.64)  -0.94
H (1.58, 1.14, 4.81)  0.41
N (0.02, -2.19, 0.73)  0.03
C (-0.11, -3.48, 0.97)  -0.23
C (1.04, -4.33, 1.10)  -0.12
C (0.92, -5.68, 1.42)  -0.62
C (-0.34, -6.27, 1.69)  -0.75
C (-1.48, -5.46, 1.52)  -0.80
C (-1.39, -4.13, 1.18)  -0.24
H (2.01, -3.87, 0.90)  0.27
H (1.83, -6.27, 1.48)  0.41
H (-0.42, -7.32, 1.94)  0.37
H (-2.47, -5.92, 1.65)  0.37
H (-2.27, -3.52, 1.05)  0.50
Br (1.87, -1.69, 3.53)  0.00
C (-0.07, -1.56, 3.91)  0.34
C (-0.53, -2.19, 5.07)  -0.52
C (-1.89, -2.33, 5.35)  -0.72
C (-2.75, -1.81, 4.37)  -0.97
C (-2.24, -1.12, 3.27)  -0.46
N (-0.90, -0.95, 3.07)  0.86
H (0.27, -2.57, 5.70)  0.44
H (-2.24, -2.85, 6.25)  0.41
H (-3.84, -1.86, 4.43)  0.49
H (-2.91, -0.68, 2.55)  0.48

5.
Here is CH3NO3 as an isolated structure in a non-equilibrium geometry from OMol25. Energies are from ωB97M-V/def2-TZVPD.

## Properties
- LUMO energy (alpha / beta) (eV) = -1.254 / -1.257
- frontier orbital gap (alpha / beta) (eV) = 9.01 / 9.01
- relative energy (zero: lowest compared OMol25 entry of this formula, charge and spin) (kJ/mol) = 269.1

Last column: Mulliken charge in e.
Geometry (Å):
C (-0.23, 0.21, -0.55)  0.67
N (0.02, 1.41, -1.22)  0.10
O (-0.44, 0.27, 0.66)  -0.47
O (1.09, 1.73, -1.71)  -0.24
O (-0.62, -0.77, -1.38)  -0.40
H (0.78, -0.83, 2.15)  -0.12
H (0.62, -0.76, 2.93)  0.12
H (-1.22, -1.26, -0.88)  0.34

6.
Here is the molecule C4H2BrF6N in a non-equilibrium geometry from OMol25. Energies are from ωB97M-V/def2-TZVPD.

## Properties
- LUMO energy (eV) = -0.004
- frontier orbital gap (eV) = 9.91
- SMILES string = FC(F)(F)C1(C(F)(F)F)CN1Br
- relative energy (zero: lowest compared OMol25 entry of this formula, charge and spin) (kJ/mol) = 8.4

Last column: Mulliken charge in e.
Geometry (Å):
F (-0.59, 0.94, 2.06)  -0.25
C (0.43, 0.51, 1.30)  0.65
F (1.07, -0.38, 2.01)  -0.22
F (1.28, 1.48, 1.13)  -0.27
C (-0.03, 0.00, -0.11)  0.45
C (1.18, -0.11, -1.08)  0.75
F (1.74, 1.09, -1.35)  -0.25
F (2.06, -1.05, -0.73)  -0.25
F (0.68, -0.52, -2.23)  -0.29
C (-1.47, 0.20, -0.60)  -0.47
N (-1.08, -1.16, -0.16)  -0.40
Br (-1.66, -1.99, 1.39)  -0.01
H (-2.13, 0.80, 0.12)  0.27
H (-1.49, 0.20, -1.76)  0.27